No. 1
{
  "formula": "C27H23CaN2O2S2",
  "method": "ωB97M-V with the def2-TZVPD basis set",
  "species": ["Ca", "S", "S", "O", "O", "N", "N", "C", "C", "C", "C", "C", "C", "C", "C", "C", "C", "C", "C", "C", "C", "C", "C", "C", "C", "C", "C", "C", "C", "C", "C", "C", "C", "C", "H", "H", "H", "H", "H", "H", "H", "H", "H", "H", "H", "H", "H", "H", "H", "H", "H", "H", "H", "H", "H", "H", "H"],
  "coordinates": [[0.60, -0.89, -0.21], [-0.37, -5.46, -0.40], [-1.48, -2.75, 0.39], [-0.12, 0.72, -1.50], [-1.89, 2.05, -1.82], [0.73, -3.21, -1.06], [-1.60, 3.75, 0.58], [-1.99, 2.52, 1.13], [2.97, -6.39, -2.51], [-1.42, 0.50, 2.30], [3.39, -1.16, 0.13], [-3.33, 2.14, 1.08], [1.56, 5.34, -0.46], [2.08, 4.39, -1.33], [3.42, -5.09, -2.76], [-2.75, 0.12, 2.28], [1.10, -5.52, -1.33], [2.88, -2.15, 1.00], [2.13, -1.50, 2.00], [2.70, -3.99, -2.30], [-0.31, -3.69, -0.40], [1.35, 3.24, -1.58], [1.81, -6.61, -1.80], [-0.73, 1.84, -1.48], [2.18, -0.11, 1.75], [-4.29, 3.00, 0.32], [-5.14, 0.46, 1.62], [1.53, -4.20, -1.58], [-0.38, 3.96, -0.08], [-1.03, 1.70, 1.74], [0.35, 5.12, 0.17], [-3.71, 0.93, 1.68], [0.10, 3.03, -1.00], [2.96, 0.10, 0.59], [-4.51, 3.94, 0.85], [3.55, -7.23, -2.88], [-5.26, -0.46, 2.19], [3.03, 4.55, -1.81], [3.02, -3.21, 0.90], [1.72, 2.49, -2.27], [-0.68, -0.14, 2.77], [3.19, 1.06, 0.15], [-0.03, 5.83, 0.90], [1.47, -7.62, -1.60], [-5.45, 0.25, 0.60], [1.59, -1.98, 2.80], [4.02, -1.34, -0.73], [2.12, 6.25, -0.25], [-3.05, -0.83, 2.71], [0.00, 2.02, 1.76], [-3.85, 3.25, -0.64], [4.33, -4.93, -3.32], [-5.83, 1.20, 2.03], [-2.21, 4.53, 0.69], [-5.24, 2.50, 0.15], [1.74, 0.67, 2.36], [3.04, -2.98, -2.48]],
  "multiplicity": 1,
  "de_lowest_kcal_mol": 16.8,
  "total_charge": -1,
  "lumo_ev": 2.63
}

No. 2
{
  "formula": "C27H23Cl2N4NiO2S",
  "method": "ωB97M-V with the def2-TZVPD basis set",
  "species": ["Ni", "Cl", "Cl", "S", "O", "O", "N", "N", "N", "N", "C", "C", "C", "C", "C", "C", "C", "C", "C", "C", "C", "C", "C", "C", "C", "C", "C", "C", "C", "C", "C", "C", "C", "C", "C", "C", "C", "H", "H", "H", "H", "H", "H", "H", "H", "H", "H", "H", "H", "H", "H", "H", "H", "H", "H", "H", "H", "H", "H", "H"],
  "coordinates": [[-0.25, -1.40, -0.27], [-4.90, 3.35, -2.17], [-5.22, -1.36, 0.42], [-0.57, -2.14, -3.93], [-2.24, -1.44, -0.02], [0.26, -3.20, -0.14], [-0.78, 0.39, -1.26], [1.86, -1.70, -2.79], [1.27, -3.77, -2.73], [1.13, -0.43, 0.73], [-1.34, 0.36, 2.38], [-2.85, -0.44, -0.52], [0.39, -4.91, -2.67], [-1.95, 2.98, 1.69], [-2.11, 0.60, -1.20], [3.44, 1.13, 1.39], [-2.62, 0.86, 2.59], [0.99, 0.59, 1.45], [2.49, -3.66, -2.07], [2.20, 1.33, 1.99], [-4.10, 1.91, -1.57], [-1.84, 2.72, -2.30], [-4.23, -0.21, -0.43], [-0.67, 2.49, 1.50], [0.00, 1.30, -1.78], [4.49, 2.62, 2.96], [2.12, 2.19, 3.09], [0.86, -2.55, -3.15], [2.87, -2.38, -2.12], [0.96, -3.62, 0.98], [-0.36, 1.17, 1.82], [3.26, 2.82, 3.57], [-0.50, 2.49, -2.32], [-2.70, 1.77, -1.71], [4.57, 1.77, 1.87], [-4.84, 0.94, -0.94], [-2.93, 2.17, 2.24], [2.94, -4.51, -1.60], [5.53, 1.61, 1.38], [0.10, 3.12, 1.07], [-3.39, 0.21, 2.99], [0.98, -5.78, -2.39], [-3.94, 2.54, 2.38], [-0.07, -5.07, -3.65], [-1.11, -0.67, 2.59], [-2.19, 4.00, 1.40], [1.81, -0.72, -2.97], [1.76, -2.93, 1.27], [3.72, -1.88, -1.70], [3.18, 3.48, 4.43], [1.43, -4.61, 0.80], [-5.90, 1.06, -0.83], [1.07, 1.11, -1.73], [0.31, -3.75, 1.86], [-2.26, 3.63, -2.71], [0.19, 3.21, -2.75], [1.17, 2.35, 3.57], [5.37, 3.13, 3.33], [3.48, 0.44, 0.56], [-0.37, -4.73, -1.91]],
  "multiplicity": 3,
  "de_lowest_kcal_mol": 0.4,
  "total_charge": -1,
  "lumo_ev": [2.63, 2.62],
  "s_squared": 2.0075
}

So what do the calculations give for E? Going down the list: -75563.8877; -115354.0357 eV.